# 1
DFT (the ωB97M-V functional and the def2-TZVPD basis) results for C2H2ClF2I in the gas phase at a distorted geometry.

```
8
Properties=species:S:1:pos:R:3:forces:R:3:nbo_charge:R:1
C 0.438 0.218 0.626 -1.083 0.620 0.275 -0.630
C -0.574 -0.006 -0.483 1.207 -1.688 -2.945 0.696
F -1.707 0.688 -0.520 0.504 0.423 0.782 -0.301
F 0.036 0.189 -1.724 -0.815 0.028 1.152 -0.346
Cl -1.075 -1.781 -0.462 0.211 0.794 -0.055 -0.096
I 2.525 -0.096 0.209 -0.954 -0.117 0.106 0.176
H 0.012 -0.449 1.360 0.846 -0.115 0.786 0.252
H 0.345 1.238 0.993 0.083 0.056 -0.100 0.248
```
Positions in Å, forces in eV/Å.

- HOMO level (eV) = -10.13
- structure (SMILES) = FC(F)(Cl)CI
- HOMO-LUMO gap (Eh) = 0.368
- net charge = 0
- LUMO energy (eV) = -0.1


# 2
DFT (the ωB97M-V functional and the def2-TZVPD basis) results for C2H2ClF2NO in the gas phase at a distorted geometry.

```
9
Properties=species:S:1:pos:R:3:forces:R:3:nbo_charge:R:1
C -0.736 0.310 -0.821 -0.900 -1.778 -2.283 0.401
C 0.959 -0.363 1.050 -1.582 0.792 -1.146 0.902
N -0.984 0.947 -1.943 4.303 -0.640 5.167 -0.643
O 0.532 0.343 -0.173 0.481 -0.042 0.735 -0.549
F -0.114 -0.946 1.654 0.939 0.253 -0.671 -0.321
F 1.865 -1.314 0.748 -1.055 1.022 0.020 -0.297
Cl 1.687 0.787 2.240 -0.467 -0.668 -1.127 -0.013
H -1.336 -0.606 -0.449 0.531 1.883 -0.200 0.158
H -1.874 0.842 -2.306 -2.250 -0.822 -0.496 0.361
```
Positions in Å, forces in eV/Å.

- HOMO level (eV) = -10.82
- structure (SMILES) = [H]/N=C/OC(F)(F)Cl
- HOMO-LUMO gap (Eh) = 0.424
- net charge = 0
- LUMO energy (eV) = 0.7


# 3
DFT (the ωB97M-V functional and the def2-TZVPD basis) results for C2H2ClFN2S in the gas phase at a distorted geometry.

```
9
Properties=species:S:1:pos:R:3:forces:R:3:nbo_charge:R:1
C 0.373 -0.373 0.435 0.216 -0.741 1.529 -0.181
C 1.562 -0.902 0.080 -1.010 0.476 0.099 0.315
N -0.362 0.367 -0.430 -0.340 0.836 -1.566 -0.176
N -1.467 0.886 -0.303 1.854 0.021 -1.621 -0.145
F 2.264 -1.580 0.981 -0.067 0.031 -0.119 -0.302
S -2.710 0.998 0.648 -0.688 -0.279 1.229 0.171
Cl -1.698 1.979 -1.967 0.016 -0.399 0.545 -0.086
H 0.021 -0.525 1.455 -0.027 -0.014 -0.012 0.215
H 2.017 -0.851 -0.897 0.046 0.070 -0.084 0.188
```
Positions in Å, forces in eV/Å.

- HOMO level (alpha / beta) (eV) = -9.11 / -9.11
- structure (SMILES) = F/C=C/N=[N+](\[S-])Cl
- HOMO-LUMO gap (alpha / beta) (Eh) = 0.285 / 0.285
- net charge = 0
- LUMO energy (alpha / beta) (eV) = -1.3 / -1.3


# 4
DFT (the ωB97M-V functional and the def2-TZVPD basis) results for C2H2ClIO2S in the gas phase at a distorted geometry.

```
9
Properties=species:S:1:pos:R:3:forces:R:3:nbo_charge:R:1
C -0.332 -0.257 -0.294 -3.773 4.383 1.274 -0.314
C -1.283 -0.693 0.501 -1.875 -1.477 -0.343 -0.312
O -3.543 -0.252 2.067 0.466 -0.868 0.035 -0.857
O -2.200 1.544 0.996 -0.155 0.562 0.185 -0.913
S -2.795 0.242 0.962 0.119 2.380 -0.673 1.951
Cl -1.477 -2.310 0.984 0.272 -0.871 0.315 0.067
I -4.693 0.673 -0.757 1.082 -0.697 0.404 -0.095
H -0.432 0.817 -0.571 0.472 -1.029 -0.027 0.253
H 0.435 -0.837 -0.521 3.392 -2.383 -1.171 0.219
```
Positions in Å, forces in eV/Å.

- HOMO level (eV) = -10.09
- structure (SMILES) = C=C(Cl)S(=O)(=O)I
- HOMO-LUMO gap (Eh) = 0.290
- net charge = 0
- LUMO energy (eV) = -2.2


# 5
DFT (the ωB97M-V functional and the def2-TZVPD basis) results for C2H2ClN3O in the gas phase at a distorted geometry.

```
9
Properties=species:S:1:pos:R:3:forces:R:3:nbo_charge:R:1
C -0.113 1.327 -0.732 1.196 -1.356 -0.009 0.054
C 1.432 -0.043 0.116 -3.271 -1.875 0.723 0.306
N 1.221 0.963 -0.516 0.017 1.494 -0.090 -0.411
N -1.012 0.504 -0.351 -0.439 -2.230 2.098 -0.194
N -0.503 -0.509 0.359 1.802 1.792 -1.887 -0.060
O -1.361 -1.405 0.924 -0.873 -1.130 0.207 -0.544
Cl 2.474 -0.922 1.017 0.440 -0.125 0.035 0.181
H -0.371 2.219 -1.169 -0.175 1.744 -1.160 0.197
H -1.767 -2.134 0.352 1.304 1.685 0.083 0.470
```
Positions in Å, forces in eV/Å.

- HOMO level (eV) = -8.34
- HOMO-LUMO gap (Eh) = 0.319
- net charge = 0
- LUMO energy (eV) = 0.3


# 6
DFT (the ωB97M-V functional and the def2-TZVPD basis) results for C2H2ClNO4S in the gas phase at a distorted geometry.

```
11
Properties=species:S:1:pos:R:3:forces:R:3:nbo_charge:R:1
C 0.835 -1.681 0.154 1.350 2.238 -1.549 0.547
C 0.576 0.617 -0.299 0.176 0.982 -0.889 0.226
N 0.000 -0.584 0.067 0.039 -1.047 -0.176 -0.230
O -1.328 -0.447 0.532 0.280 0.354 -0.211 -0.519
O 0.561 -2.766 0.489 -0.283 -2.000 0.827 -0.522
O -0.473 1.390 -0.758 -0.754 0.495 0.174 -0.663
O -2.922 1.594 -0.349 0.115 -0.838 -0.159 -0.821
S -1.745 1.270 0.386 1.223 -0.077 -0.393 1.727
Cl 1.226 1.470 1.161 0.818 0.205 0.198 -0.097
H 1.896 -1.301 -0.299 -1.959 -1.031 1.066 0.106
H 1.373 0.440 -1.087 -1.005 0.718 1.113 0.247
```
Positions in Å, forces in eV/Å.

- HOMO level (eV) = -10.27
- HOMO-LUMO gap (Eh) = 0.367
- net charge = 0
- LUMO energy (eV) = -0.3


# 7
DFT (the ωB97M-V functional and the def2-TZVPD basis) results for C2H2ClP in the gas phase at a distorted geometry.

```
6
Properties=species:S:1:pos:R:3:forces:R:3:nbo_charge:R:1
C -0.021 -0.429 -0.732 2.731 0.183 0.883 -0.573
C 0.878 0.120 0.407 -1.581 1.077 -3.435 -0.503
P 1.451 -0.107 -1.455 -1.842 0.402 1.515 0.622
Cl 1.735 -0.989 1.435 -0.256 0.060 0.826 -0.015
H -0.952 -0.956 -0.776 -0.278 -0.021 -0.051 0.232
H 0.517 1.155 0.729 1.226 -1.703 0.262 0.237
```
Positions in Å, forces in eV/Å.

- HOMO level (eV) = -9.27
- structure (SMILES) = Cl[C@@H]1C=P1
- HOMO-LUMO gap (Eh) = 0.333
- net charge = 0
- LUMO energy (eV) = -0.2


# 8
DFT (the ωB97M-V functional and the def2-TZVPD basis) results for a molecular structure, C2H2CsFO2 at a distorted geometry.

```
8
Properties=species:S:1:pos:R:3:forces:R:3:mulliken_charge:R:1
H -1.127 -0.987 2.895 -0.088 -0.734 -0.593 0.201
O -2.770 1.067 1.622 0.086 -0.226 -0.045 -0.155
C -2.495 0.015 1.911 -0.704 1.146 -0.391 0.472
C -1.713 -1.313 1.964 0.838 -0.729 -0.155 -0.140
O -1.117 -1.430 0.806 -0.428 0.532 0.816 -0.631
H -2.482 -2.063 2.251 0.313 0.105 0.173 0.268
F -0.231 0.984 -5.005 -0.079 -0.568 1.034 -0.929
Cs -0.385 -0.393 -2.562 0.061 0.473 -0.839 0.913
```
Positions in Å, forces in eV/Å.

- HOMO level (eV) = -7.84
- HOMO-LUMO gap (Eh) = 0.243
- net charge = 0
- LUMO energy (eV) = -1.2


# 9
DFT (the ωB97M-V functional and the def2-TZVPD basis) results for a molecular structure, C2H2DyFLiO2 at a distorted geometry.

```
9
Properties=species:S:1:pos:R:3:forces:R:3:mulliken_spin:R:1
H -0.528 0.417 -1.436 1.040 -4.217 -0.052 0.000
O 0.415 1.462 1.090 -0.368 -0.184 -1.216 -0.006
C -0.028 1.237 -0.031 2.771 1.868 4.490 -0.003
C -0.479 -0.167 -0.335 -3.403 4.630 -4.519 -0.060
O 0.288 -1.067 0.288 1.666 -3.674 -0.119 -0.134
Li 1.184 -0.182 1.792 -0.281 0.700 -0.048 -0.030
Dy 0.384 -3.501 -0.108 -0.188 1.990 0.082 6.249
F 0.333 2.146 -0.973 -1.624 -1.548 0.676 0.000
H -1.569 -0.346 -0.287 0.386 0.435 0.706 -0.015
```
Positions in Å, forces in eV/Å.

- <S²> = 12.017
- HOMO level (alpha / beta) (eV) = -17.38 / -17.39
- spin multiplicity = 7
- HOMO-LUMO gap (alpha / beta) (Eh) = 0.301 / 0.260
- net charge = +2
- LUMO energy (alpha / beta) (eV) = -9.2 / -10.3


# 10
DFT (the ωB97M-V functional and the def2-TZVPD basis) results for 2 unconnected molecules or ions with the total composition C2H2F2N6O4 at a distorted geometry.

```
16
Properties=species:S:1:pos:R:3:forces:R:3:nbo_charge:R:1
C -0.968 0.805 1.120 1.032 -1.341 1.543 0.378
C -1.451 1.779 0.263 0.311 -0.353 -0.455 0.033
N 0.049 0.000 0.920 0.318 0.580 -0.917 -0.489
N 0.551 0.251 -1.383 -0.614 2.006 -0.770 -0.355
N -2.168 2.616 -0.107 1.886 -1.790 0.388 0.365
N 0.569 -0.605 -0.568 -0.505 -1.305 2.737 0.538
N -1.748 0.650 2.229 -0.987 -0.512 1.190 0.358
N -7.535 8.846 -0.956 2.334 -0.044 2.288 0.851
O -2.707 3.452 -0.649 -2.078 2.521 -1.174 -0.208
O 0.804 -1.743 -0.328 0.223 0.182 -0.935 -0.254
O -6.973 8.808 0.015 -0.990 0.041 -0.501 0.057
O -7.951 8.885 -1.967 -1.415 0.089 -1.805 0.092
F -1.352 -0.032 3.353 -0.051 1.176 -1.570 -0.111
F -2.557 1.690 2.567 0.875 -0.740 0.239 -0.128
H 0.596 -0.572 1.561 -0.849 0.143 0.539 0.458
H 0.688 -0.035 -2.332 0.509 -0.653 -0.798 0.416
```
Positions in Å, forces in eV/Å.

- HOMO level (eV) = -16.88
- HOMO-LUMO gap (Eh) = 0.264
- net charge = +2
- LUMO energy (eV) = -9.7


What did the third record say?
DFT (the ωB97M-V functional and the def2-TZVPD basis) results for C2H2ClFN2S in the gas phase at a distorted geometry.

```
9
Properties=species:S:1:pos:R:3:forces:R:3:nbo_charge:R:1
C 0.373 -0.373 0.435 0.216 -0.741 1.529 -0.181
C 1.562 -0.902 0.080 -1.010 0.476 0.099 0.315
N -0.362 0.367 -0.430 -0.340 0.836 -1.566 -0.176
N -1.467 0.886 -0.303 1.854 0.021 -1.621 -0.145
F 2.264 -1.580 0.981 -0.067 0.031 -0.119 -0.302
S -2.710 0.998 0.648 -0.688 -0.279 1.229 0.171
Cl -1.698 1.979 -1.967 0.016 -0.399 0.545 -0.086
H 0.021 -0.525 1.455 -0.027 -0.014 -0.012 0.215
H 2.017 -0.851 -0.897 0.046 0.070 -0.084 0.188
```
Positions in Å, forces in eV/Å.

- HOMO level (alpha / beta) (eV) = -9.11 / -9.11
- structure (SMILES) = F/C=C/N=[N+](\[S-])Cl
- HOMO-LUMO gap (alpha / beta) (Eh) = 0.285 / 0.285
- net charge = 0
- LUMO energy (alpha / beta) (eV) = -1.3 / -1.3


Question: Which formula does entry 2 have?
Answer: C2H2ClF2NO


Question: What is the net charge in the seventh record?
Answer: 0